A molecular structure, C48H32ClF9N8NaO3P in a non-equilibrium geometry. Source: OMol25; level of theory: ωB97M-V with the def2-TZVPD basis set.

```
103
Properties=species:S:1:pos:R:3:forces:R:3
Na -0.39896 0.04911 0.28720 -0.534 -0.192 -0.861
C -4.88004 -2.62829 1.04867 0.180 0.019 -0.101
N -3.51598 -2.60333 0.53356 -0.144 -0.264 -0.096
C -2.83751 -1.58595 0.00828 0.116 0.098 0.072
N -1.57454 -1.92577 -0.18770 -0.339 -0.123 -0.071
C -1.55184 -3.21367 0.24125 0.132 -0.111 0.004
N -2.70039 -3.66860 0.68703 -0.037 0.157 0.011
C -4.87239 -2.47736 2.54848 -0.076 0.012 -0.002
C -5.19263 -3.54823 3.36758 0.006 0.005 0.039
C -5.12702 -3.41740 4.75070 0.011 0.036 -0.066
C -4.73563 -2.21774 5.31304 -0.049 -0.056 0.013
C -4.41442 -1.13868 4.49030 0.026 0.089 0.328
C -4.48380 -1.26790 3.11393 0.026 -0.024 -0.101
C -4.01310 0.12370 5.12236 -0.060 -0.306 -0.559
N -3.99501 0.41286 6.36959 0.247 0.680 0.222
N -3.54269 1.74922 6.44794 -0.249 -0.702 0.144
C -3.34057 2.11926 5.23943 0.184 0.367 -0.542
O -3.60989 1.14911 4.32670 -0.120 0.008 0.341
C -2.86449 3.42111 4.75424 -0.073 -0.191 0.271
C -2.57774 4.41043 5.68618 0.023 0.106 0.024
C -2.11184 5.64075 5.25290 -0.009 -0.043 -0.039
C -1.92131 5.87187 3.89960 0.000 -0.032 0.019
C -2.20654 4.88138 2.96515 -0.014 0.078 -0.040
C -1.94742 5.19022 1.50501 0.001 -0.153 -0.183
N -1.99374 4.01332 0.65070 -0.108 0.190 0.052
C -1.21930 2.93509 0.71805 0.212 -0.254 -0.041
N -1.56236 2.06133 -0.21510 -0.161 0.285 0.092
C -2.59423 2.69133 -0.83423 -0.090 -0.006 -0.065
N -2.90274 3.87064 -0.34234 0.176 0.011 0.086
C -2.68828 3.65407 3.39584 0.048 0.079 -0.069
H -5.33224 -3.56865 0.73919 0.014 -0.009 0.060
H -5.41615 -1.81682 0.55493 -0.009 0.027 0.078
H -3.28683 -0.62668 -0.19596 0.032 0.045 -0.005
H -0.66669 -3.82776 0.21648 0.023 -0.010 -0.002
H -5.47880 -4.49327 2.92349 -0.006 -0.014 0.001
H -5.37222 -4.25651 5.38696 -0.002 -0.014 -0.001
H -4.67281 -2.10074 6.38606 0.005 0.021 0.005
H -4.21175 -0.43126 2.48114 0.010 0.018 0.013
H -2.71420 4.20546 6.73878 -0.010 -0.023 0.003
H -1.88208 6.41530 5.97160 0.002 0.008 0.005
H -1.53544 6.82762 3.56466 0.003 0.014 0.002
H -0.96047 5.64520 1.40113 -0.027 0.024 0.008
H -2.67302 5.88492 1.08356 -0.061 -0.018 0.120
H -0.44730 2.80907 1.46128 0.038 -0.076 -0.021
H -3.13267 2.27552 -1.67028 0.002 -0.024 -0.008
H -2.90645 2.86657 2.68820 -0.021 -0.037 0.015
Cl 3.44140 0.35069 6.54522 -0.037 0.003 -0.079
C 2.26377 0.32833 5.25480 -0.075 -0.006 0.092
C 0.89216 0.26985 5.57943 0.017 0.010 0.121
C -0.05842 0.24795 4.60445 0.095 -0.056 -0.100
C 0.27947 0.26728 3.20626 -0.068 0.096 0.050
O -0.62767 0.22237 2.32393 -0.061 0.133 0.622
C 1.68674 0.35675 2.90739 0.258 0.067 -0.176
C 2.22793 0.47925 1.57569 -0.167 0.061 0.362
O 1.61617 0.56199 0.50857 0.628 0.011 0.032
C 2.64449 0.37493 3.95132 0.001 -0.008 -0.005
H 0.60090 0.24143 6.62227 0.008 0.008 0.003
H -1.11018 0.19537 4.85667 0.007 -0.022 0.006
H 3.33234 0.52317 1.54332 0.018 0.003 0.013
H 3.69696 0.43713 3.69955 0.005 -0.007 -0.019
F -1.65772 -0.56550 -9.14661 -0.019 0.113 0.035
C -1.78761 0.57918 -8.44602 0.001 0.030 0.041
F -1.07293 1.51807 -9.09774 -0.085 -0.100 0.028
F -3.07980 0.94253 -8.50856 0.122 -0.036 -0.034
C -1.30795 0.41172 -7.02877 0.076 -0.025 -0.090
C 0.02805 0.07260 -6.81711 -0.047 -0.001 -0.044
C 0.49588 -0.09433 -5.53082 0.008 0.034 0.064
C -0.35855 0.07396 -4.43646 0.048 -0.123 -0.101
C -1.68372 0.41048 -4.66510 -0.094 0.001 -0.081
C -2.16507 0.58207 -5.96122 -0.034 -0.003 0.104
P 0.19402 -0.11136 -2.70198 0.331 0.097 0.132
C 1.71012 0.93465 -2.74175 -0.048 -0.121 -0.077
C 2.98927 0.46539 -3.02529 0.026 -0.007 -0.046
C 4.07402 1.32758 -3.04013 -0.030 -0.024 -0.010
C 3.88539 2.67740 -2.78091 0.048 -0.030 -0.020
C 2.61614 3.16006 -2.50313 -0.040 0.060 0.019
C 1.53816 2.28983 -2.47524 0.021 0.045 0.055
C 5.06238 3.61197 -2.84899 -0.030 -0.025 0.071
F 6.18820 3.03021 -2.39175 -0.094 0.092 -0.059
F 5.31232 4.00303 -4.11622 0.000 -0.012 0.105
F 4.86462 4.72929 -2.12485 0.042 -0.091 -0.085
C 0.86194 -1.82090 -2.65324 -0.154 0.067 -0.111
C 0.35003 -2.81498 -3.48399 -0.022 0.006 -0.096
C 0.73213 -4.13855 -3.33446 0.028 -0.023 0.004
C 1.63775 -4.48683 -2.34340 -0.023 0.004 0.022
C 2.14441 -3.51047 -1.49765 0.042 0.028 0.071
C 1.75360 -2.18953 -1.64674 0.025 0.016 0.087
C 2.02550 -5.92774 -2.15796 0.006 0.045 -0.027
F 2.14828 -6.56710 -3.33698 -0.013 0.022 0.123
F 1.09884 -6.60130 -1.44297 0.084 0.029 -0.060
F 3.19422 -6.05553 -1.50551 -0.103 -0.035 -0.061
H 0.69434 -0.05659 -7.66022 -0.012 0.003 -0.017
H 1.53563 -0.35236 -5.37096 0.000 0.004 0.016
H -2.35666 0.53965 -3.82616 0.016 0.001 0.022
H -3.19958 0.84637 -6.12870 0.000 -0.001 -0.012
H 3.15114 -0.58370 -3.23364 0.006 -0.022 0.010
H 5.06396 0.94560 -3.25078 0.014 0.022 -0.006
H 2.46884 4.21005 -2.28934 0.020 0.005 -0.010
H 0.55623 2.67410 -2.22394 -0.029 -0.044 -0.003
H -0.35504 -2.56169 -4.26600 0.002 0.016 0.009
H 0.33016 -4.89410 -3.99648 0.011 -0.017 0.009
H 2.84753 -3.77326 -0.71844 -0.005 -0.038 -0.017
H 2.15253 -1.44600 -0.96525 -0.037 0.052 -0.033
```
Forces are in eV/Å.

Energy relative to the best compared isomer or geometry (same formula, charge and spin) ... 0.5 kcal per mole
Kohn-Sham gap ... 7.3 eV
Total charge ... 0
E_tot ... -4374.93742 a.u.